Entry 1:
Here is a 7-piece molecular cluster, C42H61N11O12P2 overall at a distorted geometry from OMol25. Energies are from wB97M-V/def2-TZVPD.

Geometry as ORCA input:
```
! wB97M-V def2-TZVPD RIJCOSX def2/J DEFGRID3
* xyz 0 1
C -10.2861 8.4753 1.5714
C -10.4367 7.1817 1.1195
C -9.4552 6.2236 1.2713
C -8.3754 6.3928 2.1814
C -8.1737 7.7384 2.6908
C -9.1596 8.7007 2.3990
N -7.4052 5.3012 2.4380
O -6.4466 5.4931 3.1147
O -7.7615 4.1448 2.0789
H -11.0224 9.2021 1.2616
H -11.2089 6.9978 0.3871
H -9.6689 5.2698 0.8118
H -7.2558 7.8918 3.2388
H -8.7539 9.6773 2.6179
C -1.7873 6.5939 7.8762
C -2.8244 7.4590 8.0328
C -2.8762 8.6638 7.3174
C -1.9910 8.8994 6.2541
C -1.1001 7.8275 5.9859
C -0.9170 6.7259 6.7930
N -2.1724 10.0242 5.4661
O -1.2560 10.3481 4.7211
O -3.2064 10.7156 5.5195
H -1.7641 5.6501 8.4008
H -3.6020 7.0585 8.6664
H -3.6677 9.3655 7.5359
H -0.4950 7.8115 5.0915
H -0.2812 5.8852 6.5574
C 0.8485 -13.8217 0.2405
C 0.8838 -15.1009 0.8471
C 0.6544 -15.3657 2.1374
C 0.1038 -14.2681 2.9354
C -0.0565 -12.9595 2.4132
C 0.2748 -12.7623 1.0231
N -0.1801 -14.5401 4.3288
O -0.1713 -15.6785 4.7435
O -0.5570 -13.6304 5.0465
H 1.1196 -13.6850 -0.7959
H 1.1927 -15.9670 0.2806
H 0.8140 -16.3511 2.5495
H -0.1926 -12.0789 3.0235
H 0.1451 -11.7276 0.7420
C -8.4919 -2.5639 8.5999
C -8.3708 -3.1547 9.8517
C -7.0986 -3.2038 10.4780
C -6.0102 -2.6341 9.8819
C -6.1543 -2.1823 8.5396
C -7.4100 -2.1279 7.8988
N -4.6544 -2.5182 10.5001
O -4.4789 -2.8525 11.6538
O -3.7697 -1.8942 9.8945
H -9.5022 -2.5337 8.2193
H -9.2580 -3.5344 10.3366
H -6.8472 -3.5843 11.4570
H -5.3652 -1.7232 7.9625
H -7.5478 -1.6573 6.9365
C 9.3080 -5.0973 0.9231
C 10.5276 -4.6540 1.4372
C 11.4750 -4.0391 0.6092
C 11.1531 -3.8290 -0.7132
C 9.9072 -4.2049 -1.1932
C 8.9894 -4.9692 -0.4052
N 12.0510 -2.9402 -1.5972
O 13.2554 -3.1031 -1.5707
O 11.5813 -2.2803 -2.5135
H 8.6156 -5.4110 1.6902
H 10.6881 -4.7700 2.4989
H 12.4462 -3.7660 0.9945
H 9.6230 -3.9510 -2.2038
H 8.0434 -5.3604 -0.7494
O -1.4836 -1.1199 -2.0207
P -0.6453 -1.3014 -0.8665
N -1.2600 -2.1692 0.4625
C -1.3558 -3.6638 0.4117
C -2.0823 -1.4939 1.4361
N -0.1791 0.3115 -0.3441
C -1.1602 1.3371 -0.6103
C 0.5877 0.6403 0.9631
N 0.8835 -1.9759 -1.2525
C 1.9538 -2.2926 -0.3065
C 1.4020 -1.9168 -2.6266
H -0.4360 -4.0152 -0.0559
H -2.1934 -3.9132 -0.2396
H -1.5193 -4.0966 1.3987
H -2.4314 -0.6005 0.9184
H -1.4816 -1.1342 2.2715
H -2.8721 -2.1499 1.8022
H -1.7324 1.0738 -1.4999
H -1.7852 1.4852 0.2703
H -0.6184 2.2820 -0.6506
H -0.2191 0.5839 1.6938
H 1.4301 -0.0338 1.1182
H 0.9914 1.6514 0.9096
H 1.7134 -1.9601 0.7034
H 2.2544 -3.3339 -0.1904
H 2.8403 -1.6860 -0.4917
H 0.5805 -1.9816 -3.3401
H 2.2838 -2.5425 -2.7640
H 1.6895 -0.8721 -2.7452
O 5.7286 3.6384 -9.1171
P 4.2711 3.8051 -9.4073
N 3.9800 5.3665 -10.1198
C 2.9202 6.2545 -9.7303
C 4.9353 5.9890 -11.1050
N 3.4184 3.9735 -7.9308
C 1.9942 3.6888 -7.7331
C 4.2104 3.8122 -6.6736
N 3.4820 2.6964 -10.4295
C 4.0830 1.4509 -10.7554
C 2.1023 2.8449 -10.9859
H 1.9152 5.8330 -9.7466
H 3.1103 7.2814 -10.0426
H 3.0769 6.4714 -8.6737
H 5.7137 6.5879 -10.6320
H 4.4735 6.6428 -11.8449
H 5.3473 5.2430 -11.7846
H 1.2783 4.4473 -8.0495
H 1.6627 2.8720 -8.3742
H 1.7429 3.3610 -6.7244
H 4.5937 2.8983 -6.2198
H 5.1514 4.3446 -6.8121
H 3.5689 4.2829 -5.9286
H 4.2428 1.3963 -11.8323
H 4.9668 1.2981 -10.1361
H 3.4824 0.5801 -10.4926
H 1.5953 1.9062 -11.2094
H 2.1235 3.3701 -11.9408
H 1.4396 3.3086 -10.2552
*
```

Structure (SMILES) ... CN(C)P(=O)(N(C)C)N(C)C.CN(C)P(=O)(N(C)C)N(C)C.O=[N+]([O-])c1ccccc1.O=[N+]([O-])c1ccccc1.O=[N+]([O-])c1ccccc1.O=[N+]([O-])c1ccccc1.O=[N+]([O-])c1ccccc1
Frontier orbital gap ... 0.2699 Eh
Energy relative to the best compared isomer or geometry (same formula, charge and spin) ... 4.0776 eV
Lowest unoccupied orbital energy ... -0.861 eV
HOMO level ... -8.21 eV

=====

Entry 2:
Here is a 11-piece molecular cluster, C42H61NO26S2 overall at a distorted geometry from OMol25. Energies are from wB97M-V/def2-TZVPD.

Geometry as ORCA input:
```
! wB97M-V def2-TZVPD RIJCOSX def2/J DEFGRID3
* xyz 1 2
C 5.0726 -0.1475 0.9378
C 5.0536 -1.4422 0.2451
O 4.6134 -1.1601 -1.0808
S 5.1275 0.2892 -1.5750
O 4.0704 1.1321 -2.1029
O 6.3681 0.2477 -2.3204
O 5.6020 0.7536 -0.0105
H 5.7366 -0.2441 1.7968
H 4.0753 0.1694 1.2429
H 4.5073 -2.2391 0.7497
H 6.0560 -1.8690 0.2141
C 1.4458 -4.9495 1.0612
C 0.4927 -5.2914 2.2809
O 0.2447 -6.6614 2.2076
S 1.4364 -7.4731 1.4032
O 0.9418 -8.6634 0.7905
O 2.6089 -7.5820 2.2464
O 1.4801 -6.1564 0.3737
H 2.4508 -4.6232 1.3286
H 0.9497 -4.2752 0.3632
H -0.4875 -4.8163 2.2416
H 0.9240 -5.1060 3.2646
C 1.2421 -1.1170 0.2804
C 0.5696 -0.2874 1.1108
C -0.2928 0.6726 0.5660
C -0.5452 0.7379 -0.7987
C 0.1486 -0.1572 -1.6430
C 1.0671 -1.0499 -1.1448
N -1.5137 1.7474 -1.1678
O -2.4732 2.0016 -0.4110
O -1.3721 2.2750 -2.2363
H 1.9389 -1.8128 0.7239
H 0.5961 -0.2947 2.1905
H -0.8972 1.2053 1.2853
H 0.1154 -0.0967 -2.7208
H 1.5115 -1.8019 -1.7800
O -1.4673 4.5724 -6.6002
C -0.6945 3.8996 -5.9156
O -0.5924 2.6285 -6.0510
C 0.2821 2.0527 -5.1166
C 0.9776 3.1970 -4.4564
C 0.2005 4.4513 -4.8044
H 0.9126 1.2108 -5.4027
H -0.3547 1.7590 -4.2822
H 2.0005 3.2685 -4.8259
H 1.1693 3.1859 -3.3835
H 0.7476 5.3112 -5.1908
H -0.3302 4.7783 -3.9102
O -1.7877 2.1020 3.6197
C -1.5957 2.0849 4.8383
O -2.1218 3.1250 5.6491
C -1.7698 2.8988 7.0086
C -0.5780 1.8234 6.9370
C -0.6029 1.2111 5.5321
H -2.5048 2.6200 7.7637
H -1.3443 3.7673 7.5114
H -0.6886 1.1476 7.7850
H 0.3343 2.3594 7.1988
H -0.8343 0.1471 5.5823
H 0.4004 1.2797 5.1115
O -1.5722 7.1733 -1.5963
C -2.4349 6.4186 -1.9997
O -2.1196 5.1773 -2.3014
C -3.2708 4.3961 -2.5710
C -4.2318 5.5480 -2.9585
C -3.9879 6.7077 -2.0642
H -3.6300 3.8849 -1.6778
H -3.1862 3.8233 -3.4944
H -5.2594 5.2426 -2.7612
H -4.2182 5.8134 -4.0156
H -4.5014 6.4709 -1.1324
H -4.3676 7.5671 -2.6169
O 0.5190 6.2885 2.0816
C -0.5508 5.7213 2.1667
O -1.3789 5.8988 3.2484
C -2.6650 5.4783 3.1302
C -2.7168 4.7481 1.6825
C -1.3038 4.8624 1.1041
H -3.2582 6.3447 3.4228
H -2.7731 4.8527 4.0162
H -3.5047 5.2617 1.1316
H -2.9761 3.6906 1.7325
H -1.3090 5.2406 0.0819
H -0.9150 3.8489 1.2031
O 5.8653 -3.9806 -6.1468
C 4.8625 -3.7432 -5.5353
O 4.6642 -4.1224 -4.2630
C 3.3445 -3.8549 -3.8013
C 2.7914 -3.0250 -4.9671
C 3.6892 -2.9522 -6.0860
H 3.3280 -3.3489 -2.8361
H 2.8598 -4.8030 -3.5682
H 2.5960 -1.9798 -4.7271
H 1.7542 -3.3103 -5.1427
H 3.9588 -1.9413 -6.3920
H 3.2605 -3.4778 -6.9393
O -5.6436 -0.5018 3.3420
C -4.6024 -0.7034 2.7354
O -3.4292 -1.1058 3.3209
C -2.4366 -1.3827 2.3818
C -3.1959 -1.2660 1.0246
C -4.3709 -0.4808 1.2417
H -2.0042 -2.3699 2.5454
H -1.6183 -0.6644 2.4316
H -3.4445 -2.2766 0.7008
H -2.4505 -0.7598 0.4113
H -5.1852 -0.8011 0.5917
H -4.1062 0.5648 1.0846
O 1.0716 -2.0315 3.9444
C 2.2474 -2.2541 4.4508
O 3.2319 -1.4239 4.2976
C 4.4556 -1.9870 4.7706
C 4.0092 -3.1513 5.6533
C 2.6706 -3.4858 5.0717
H 5.0380 -1.3108 5.3964
H 5.1364 -2.1611 3.9374
H 3.8049 -2.8601 6.6836
H 4.7861 -3.9111 5.7384
H 2.0231 -3.9792 5.7965
H 2.9254 -4.1590 4.2532
O -0.3199 -3.6423 -3.2087
C -1.4909 -3.5905 -3.2909
O -2.1563 -2.4825 -2.7089
C -3.5378 -2.7291 -2.7741
C -3.6953 -3.4422 -3.9847
C -2.5683 -4.4879 -3.9462
H -3.9839 -1.7347 -2.7570
H -4.0374 -3.1742 -1.9136
H -3.5277 -2.8203 -4.8641
H -4.6375 -3.9797 -4.0919
H -2.2641 -4.8476 -4.9292
H -2.6788 -5.3229 -3.2543
*
```

Frontier orbital gap (spin up / spin down) ... 0.2353 / 0.0922 Eh
Lowest unoccupied orbital energy (spin up / spin down) ... -5.246 / -9.139 eV
HOMO level (spin up / spin down) ... -11.65 / -11.65 eV

=====

Entry 3:
Here is C42H62B2F9N14O2Rb as an isolated structure at a distorted geometry from OMol25. Energies are from wB97M-V/def2-TZVPD.

Geometry as ORCA input:
```
! wB97M-V def2-TZVPD RIJCOSX def2/J DEFGRID3
* xyz -2 1
Rb 0.1847 -1.0361 -0.2718
C 1.2146 -0.2589 -5.2851
C 1.4919 -0.5738 -3.9435
N 0.4376 -1.1171 -3.3515
N -0.5329 -1.1614 -4.2790
C -0.0971 -0.6539 -5.4478
B -1.9463 -1.7089 -3.9732
N -2.7606 -0.7184 -3.1264
C -4.0371 -0.3425 -3.3354
C -4.4046 0.5185 -2.3231
C -3.2491 0.6080 -1.5258
N -2.2723 -0.1395 -2.0173
N -1.8230 -3.0725 -3.2479
C -1.5328 -4.2458 -3.8405
C -1.4883 -5.2226 -2.8696
C -1.7758 -4.5258 -1.6852
N -1.9806 -3.2361 -1.9216
H 1.8649 0.1920 -6.0159
H 2.4115 -0.4424 -3.3924
H -0.7468 -0.6176 -6.3072
H -2.5155 -1.8700 -5.0326
H -4.5855 -0.7104 -4.1872
H -5.3533 1.0092 -2.1842
H -3.0791 1.1938 -0.6344
H -1.3642 -4.2976 -4.9045
H -1.2587 -6.2673 -2.9915
H -1.8296 -4.9061 -0.6753
C 1.9998 4.4787 2.6702
C 2.4815 3.2210 2.0092
C 3.5969 2.4748 2.3429
C 3.5133 1.3378 1.5096
N 2.4459 1.4116 0.7386
N 1.8285 2.5779 1.0325
B 0.4677 2.8211 0.3313
N 0.5429 3.8051 -0.8661
N -0.1225 3.3987 -1.9818
C 0.0287 4.3510 -2.8801
C 0.8198 5.4034 -2.3558
C 1.1229 4.9980 -1.0746
C 2.0045 5.6932 -0.0726
C -0.5321 4.2086 -4.2769
C 0.6242 3.8978 -5.2380
C -1.2003 5.5229 -4.6961
C -1.5539 3.0726 -4.3299
N -0.6448 3.1336 1.3958
N -1.0738 2.0391 2.0718
C -2.0732 2.4263 2.8461
C -2.3314 3.7961 2.6599
C -1.3993 4.2056 1.7246
C -1.2626 5.5801 1.1560
C -2.8198 1.4154 3.6860
C -1.8240 0.5691 4.4846
C -3.7773 2.1283 4.6407
C -3.6235 0.4950 2.7598
C 4.3143 0.0634 1.4951
C 3.4759 -0.9810 2.2295
C 5.6569 0.2295 2.2085
C 4.5502 -0.3879 0.0537
H 2.3858 4.5037 3.6888
H 2.3576 5.3884 2.1620
H 0.9092 4.5125 2.7230
H 4.3216 2.7132 3.1057
H 0.1681 1.7808 -0.1561
H 1.1407 6.3187 -2.8297
H 1.9498 6.7717 -0.2227
H 1.7019 5.4778 0.9624
H 3.0474 5.3873 -0.1833
H 1.3719 4.6948 -5.2207
H 1.1104 2.9643 -4.9476
H 0.2539 3.7874 -6.2621
H -0.4834 6.3475 -4.7114
H -1.6311 5.4250 -5.6969
H -2.0011 5.7824 -4.0005
H -1.1108 2.1270 -4.0163
H -2.3909 3.2706 -3.6583
H -1.9383 2.9623 -5.3483
H -3.0764 4.4189 3.1292
H -2.1303 6.1674 1.4587
H -0.3743 6.0953 1.5266
H -1.2186 5.5678 0.0672
H -1.2655 1.1894 5.1903
H -2.3511 -0.2102 5.0447
H -1.1152 0.0914 3.8097
H -3.2414 2.8319 5.2827
H -4.5402 2.6831 4.0891
H -4.2838 1.3977 5.2774
H -2.9547 -0.0660 2.1080
H -4.2111 -0.2164 3.3483
H -4.3063 1.0767 2.1356
H 3.3558 -0.7051 3.2817
H 2.4817 -0.9746 1.7918
H 3.9123 -1.9786 2.1678
H 5.5142 0.4861 3.2604
H 6.2181 -0.7072 2.1612
H 6.2567 1.0159 1.7427
H 3.6067 -0.4425 -0.4897
H 5.1974 0.3197 -0.4707
H 5.0159 -1.3762 0.0357
C 0.7489 -3.1556 3.4610
N -0.5170 -3.8451 3.2260
C -0.3796 -5.2934 3.1650
C -1.4095 -3.1884 2.4194
O -1.1372 -2.1158 1.8963
N -2.6392 -3.8023 2.2179
C -3.5114 -3.1477 1.2534
C -3.3430 -4.3662 3.3528
H 1.2219 -3.6102 4.3345
H 0.5605 -2.1044 3.6668
H 1.4099 -3.2536 2.5954
H 0.5160 -5.5429 2.5928
H -1.2359 -5.7377 2.6654
H -0.2939 -5.7132 4.1728
H -2.9590 -2.8596 0.3626
H -3.9768 -2.2483 1.6716
H -4.2948 -3.8522 0.9677
H -2.6463 -4.6288 4.1435
H -3.8927 -5.2641 3.0563
H -4.0655 -3.6445 3.7575
F 0.9129 -6.2169 -1.1815
C 1.8533 -6.2967 -0.2256
F 1.2318 -6.7126 0.8932
F 2.6896 -7.3056 -0.5861
C 2.5583 -4.8988 0.0101
O 1.8353 -4.0929 0.7419
C 3.9441 -5.2154 0.6983
F 4.8740 -5.7959 -0.1002
F 3.7695 -6.0499 1.7502
F 4.5076 -4.1012 1.1877
C 2.8705 -4.3040 -1.4149
F 3.2997 -5.2237 -2.3163
F 3.8411 -3.3647 -1.3405
F 1.7970 -3.7119 -1.9358
*
```

Frontier orbital gap ... 0.2784 Eh
Lowest unoccupied orbital energy ... 3.663 eV
HOMO level ... -3.91 eV